Record 1
ORCA calculation (the ωB97M-V functional and the def2-TZVPD basis) on a single C4H9NO3 molecule.

As for the structure (SMILES): C[C@@H](O)[C@H](N)C(=O)O. As for the largest force on an atom: 0.08187 Eh/bohr.

The geometry in ORCA input format:
```
! RIJCOSX wB97M-V def2-TZVPD def2/J DEFGRID3
* xyz 0 1
O -2.764 0.445 0.500
O -1.796 -1.518 0.067
O 0.885 0.469 1.429
N -0.563 1.813 -0.429
C -1.783 -0.144 0.169
C -0.478 0.336 -0.416
C 1.913 -0.557 -0.437
C 0.640 -0.283 0.339
H -0.478 -0.057 -1.394
H 1.869 0.582 1.438
H 0.296 -1.388 0.656
H 2.454 0.349 -0.720
H 2.666 -1.178 0.239
H -0.584 2.138 0.492
H 1.788 -1.159 -1.301
H -1.404 2.055 -0.884
H -2.658 -1.902 0.251
*
```

Atomic partial charges in e from the Mulliken method, atoms 1 to 8: O -0.563; O -0.451; O -0.559; N -0.706; C 0.331; C 0.155; C -1.618; C 0.365

Record 2
ORCA calculation (the ωB97M-V functional and the def2-TZVPD basis) on 12 unconnected molecules or ions with the total composition C30H86N2O12.

As for the structure (SMILES): COC[C@H](C)N.COC[C@H](C)N.CC(C)O.CC(C)O.CC(C)O.CC(C)O.CC(C)O.CC(C)O.CO.CO.CO.CO. As for the largest force on an atom: 0.05237 Eh/bohr.

The geometry in ORCA input format:
```
! RIJCOSX wB97M-V def2-TZVPD def2/J DEFGRID3
* xyz 0 1
O -2.497 -2.030 1.941
O -5.341 3.570 1.069
O 5.259 0.073 0.919
O 0.618 4.338 2.700
O -5.062 -0.620 -1.358
O -0.199 -1.736 3.514
O -0.255 1.353 -2.633
O 2.325 -2.551 -2.136
O 0.492 -0.647 -0.970
O 4.188 1.865 2.816
O 1.318 -5.034 -2.657
O 0.649 -2.646 -6.485
N 3.924 6.055 2.210
N -4.622 -0.118 1.302
C 0.046 -1.450 -5.936
C 3.894 1.260 -0.526
C -4.250 -3.363 0.821
C -0.952 -4.275 -2.421
C -0.757 -0.574 4.155
C 6.226 0.390 -1.327
C 1.846 7.201 1.923
C -4.020 -0.211 -2.160
C -5.510 2.158 0.845
C 0.980 -0.716 -5.026
C 4.125 1.009 3.894
C -4.418 1.294 1.573
C 0.109 3.058 2.341
C 0.415 -5.387 -0.481
C 1.893 4.649 2.164
C 0.523 2.488 -2.384
C 0.420 -0.841 0.453
C 5.487 0.651 4.267
C 3.321 -2.978 -1.270
C -2.939 1.490 1.161
C 0.125 -5.289 -1.994
C -2.845 -3.347 1.564
C -2.657 -0.824 -1.833
C -1.305 -1.765 -5.277
C 3.304 -0.157 3.508
C -2.629 -4.321 2.713
C -6.279 4.270 0.271
C 5.367 0.963 -0.179
C -4.403 -0.479 -3.636
C 2.508 5.985 2.554
H 0.879 -1.368 -1.473
H -1.687 -2.063 2.455
H 7.132 -0.015 -0.877
H -0.764 2.699 2.886
H -4.908 -2.848 1.521
H 2.245 0.050 3.347
H 2.759 -3.420 -0.448
H -2.300 -0.530 -0.845
H 4.839 0.541 1.644
H -2.662 -1.914 -1.821
H -0.040 -0.699 -6.721
H 0.021 0.041 0.954
H -5.462 1.932 -0.220
H 6.045 0.385 3.369
H 3.892 1.485 -1.593
H 0.022 3.373 -2.777
H 1.159 -5.214 -3.586
H 4.086 -3.596 -1.741
H 1.895 -3.223 -2.671
H 2.494 3.810 2.514
H -1.832 -4.388 -1.787
H 0.638 0.286 -4.767
H -6.334 5.288 0.656
H 2.214 8.129 2.361
H -4.250 -1.501 -3.984
H -0.265 -6.240 -2.358
H -0.146 3.156 1.285
H 1.463 2.464 -2.935
H 1.988 -0.698 -5.440
H 5.489 -0.234 4.904
H -4.068 -0.753 1.859
H -0.573 -3.253 -2.418
H -0.298 -1.644 0.625
H 3.373 0.314 -0.384
H 0.145 0.663 -2.099
H 4.585 2.673 3.150
H -5.952 4.299 -0.768
H -3.350 -4.193 3.520
H -6.512 1.895 1.183
H 0.781 7.147 2.147
H -2.157 0.959 1.705
H -2.772 1.420 0.086
H -5.569 -0.390 1.523
H -1.921 -2.376 -5.937
H -4.866 -0.479 -0.429
H -1.431 -4.428 -3.388
H 1.878 4.606 1.075
H 1.356 -2.395 -7.083
H -0.074 0.247 3.939
H -1.803 -0.417 3.891
H 5.768 -0.485 -1.789
H 0.507 -2.015 4.102
H -4.510 1.403 2.653
H 1.148 -6.158 -0.242
H 4.254 6.974 2.467
H 2.540 6.111 3.636
H 3.675 -0.795 2.706
H -1.868 -0.907 -4.907
H 3.285 -0.886 4.317
H 0.789 2.708 -1.350
H 0.649 -4.477 0.070
H 0.994 -1.189 -4.044
H -1.844 -0.544 -2.503
H -4.201 -2.913 -0.170
H -1.140 -2.485 -4.476
H -0.503 -5.765 -0.029
H 3.631 1.549 4.702
H 5.978 1.448 4.825
H 0.913 2.323 2.325
H 3.978 -2.194 -0.892
H -1.614 -4.236 3.102
H 1.349 -1.283 0.814
H -2.784 2.546 1.381
H -2.079 -3.585 0.826
H -4.590 -4.387 0.662
H 5.870 1.873 0.148
H 1.980 7.300 0.846
H -3.942 0.862 -1.982
H -2.714 -5.307 2.257
H 4.056 6.074 1.209
H 6.493 1.119 -2.093
H -3.807 0.168 -4.280
H -5.440 -0.277 -3.901
H 3.458 2.051 0.084
H -0.800 -0.794 5.222
H -7.276 3.830 0.264
*
```

Atomic partial charges in e from the Mulliken method, atoms 1 to 8: O -0.133; O -0.351; O -0.673; O -0.461; O -0.637; O -0.585; O -0.323; O -0.426

Record 3
ORCA calculation (the ωB97M-V functional and the def2-TZVPD basis) on 2 unconnected molecules or ions with the total composition C16H15F3N2O4S.

As for the largest force on an atom: 0.07564 Eh/bohr.

The geometry in ORCA input format:
```
! RIJCOSX wB97M-V def2-TZVPD def2/J DEFGRID3
* xyz 0 1
S 0.963 0.057 -1.998
F 2.020 -1.671 -3.705
F 2.692 -1.916 -1.626
F 3.456 -0.241 -2.817
O 0.510 0.956 -3.031
O -6.429 -1.766 -3.002
O -6.270 0.426 -3.051
O 1.607 0.666 -0.781
N 1.400 -0.058 1.738
N -5.751 -0.712 -2.957
C -1.634 -0.952 -1.888
C -2.242 0.283 -2.226
C 2.511 2.892 4.528
C 1.650 0.942 2.701
C 2.091 0.573 3.985
C 2.500 1.540 4.902
C 2.207 -1.289 1.788
C -2.419 -2.123 -2.098
C 2.377 -1.007 -2.590
C 1.578 2.312 2.359
C 2.056 3.274 3.258
C -3.573 0.362 -2.624
C -0.256 -1.047 -1.343
C 0.525 0.119 0.739
C -4.341 -0.812 -2.756
C -3.740 -2.065 -2.521
H -0.023 1.057 0.709
H 1.219 2.612 1.373
H -4.046 1.324 -2.823
H -1.672 1.209 -2.197
H 2.634 -1.491 0.798
H -4.346 -2.956 -2.656
H 2.124 -0.482 4.251
H 2.823 1.229 5.896
H -1.968 -3.100 -1.948
H 0.059 -0.757 0.209
H 1.592 -2.144 2.103
H 2.088 4.325 2.955
H 0.116 -2.084 -1.370
H 2.880 3.646 5.225
H 3.031 -1.134 2.489
*
```

Atomic partial charges in e from the Mulliken method, atoms 1 to 8: S 1.045; F -0.213; F -0.207; F -0.207; O -0.600; O -0.601; O -0.596; O -0.555

Results for energy relative to the best compared isomer or geometry (same formula, charge and spin): 1.526, 0.335, 7.384 (in eV, following the order of the records).
Results for E_LUMO: 0.7, 0.3, -0.4 (in eV, following the order of the records).